Entry 1:
{"formula": "C3H2N2", "method": "the ωB97M-V functional and the def2-TZVPD basis", "symbols": ["N", "C", "C", "C", "N", "H", "H"], "positions_angstrom": [[1.219815, -0.279869, -0.052968], [2.051059, -0.791378, -0.711541], [0.017860, 0.445179, 0.169947], [-1.156473, -0.433327, 0.075954], [-2.095433, -1.099862, -0.006005], [0.019617, 0.943597, 1.140870], [-0.041710, 1.206683, -0.611764]], "atomic_forces_ev_per_a": [[0.68, -0.44, -0.93], [-0.43, 0.29, 0.81], [-0.14, 0.16, -0.03], [-0.90, -0.55, -0.05], [0.88, 0.63, 0.09], [0.08, -0.11, -0.06], [-0.17, 0.02, 0.16]], "energy_ha": -224.95904, "multiplicity": 1, "mol_weight_g_mol": 66.06, "homo_ha": -0.439, "charge": 0, "orbital_gap_ev": 12.375, "e_lumo_ev": 0.42, "largest_force_ev_per_a": 1.23}


Entry 2:
{"formula": "C42H57MnN2O2SbSi3", "method": "the ωB97M-V functional and the def2-TZVPD basis", "symbols": ["Mn", "O", "C", "C", "C", "C", "C", "C", "C", "C", "C", "O", "C", "C", "C", "C", "C", "C", "C", "C", "C", "C", "C", "C", "N", "C", "C", "C", "C", "C", "C", "C", "C", "C", "C", "C", "C", "H", "H", "H", "H", "H", "H", "H", "H", "H", "H", "H", "H", "H", "H", "H", "H", "H", "H", "H", "H", "H", "H", "H", "H", "H", "H", "H", "C", "Si", "C", "C", "Sb", "Si", "C", "C", "C", "Si", "C", "C", "C", "H", "H", "H", "H", "H", "H", "H", "H", "H", "H", "H", "H", "H", "H", "H", "H", "H", "H", "H", "H", "H", "H", "H", "H", "H", "H", "H", "N", "H", "H", "H"], "positions_angstrom": [[0.646923, -0.137424, -0.037090], [0.774323, -0.195424, 1.765210], [0.598623, -1.144924, 2.745310], [-0.680577, -1.984524, 2.420710], [-0.463577, -2.782424, 1.175910], [-0.222777, -4.150824, 1.229810], [-0.039177, -4.851024, 0.050010], [-0.167777, -4.177424, -1.153590], [-0.403777, -2.806624, -1.141890], [-0.626477, -2.015424, -2.388690], [0.626623, -1.159624, -2.795390], [0.799123, -0.176924, -1.841690], [1.856323, -2.061224, -2.902190], [1.806223, -3.289424, -3.550090], [2.939023, -4.080624, -3.642190], [4.147523, -3.640224, -3.127190], [4.212523, -2.404424, -2.510490], [3.072123, -1.628524, -2.389590], [0.387123, -0.502924, -4.164190], [1.449823, -0.245824, -5.024790], [1.240023, 0.383076, -6.239990], [-0.032477, 0.770976, -6.621990], [-1.095377, 0.519976, -5.773590], [-0.884477, -0.099224, -4.553690], [-0.495577, -2.121324, 0.009710], [1.749723, -2.153024, 2.816110], [2.033923, -2.802724, 4.010910], [3.033323, -3.757124, 4.068110], [3.762023, -4.070224, 2.933110], [3.473423, -3.440424, 1.734310], [2.471323, -2.487824, 1.679410], [0.505823, -0.411724, 4.079710], [-0.563377, -0.507324, 4.957510], [-0.553977, 0.200876, 6.149310], [0.519123, 1.008876, 6.479110], [1.588123, 1.113376, 5.604810], [1.573623, 0.415476, 4.412410], [-1.491777, -1.268524, 2.268710], [-0.908777, -2.648324, 3.252410], [-0.161077, -4.644124, 2.186510], [0.186123, -5.907524, 0.067310], [-0.079977, -4.702124, -2.090090], [-1.419977, -1.294324, -2.175390], [-0.929077, -2.661124, -3.209690], [0.887223, -3.625724, -4.005990], [2.884123, -5.044024, -4.124890], [5.032923, -4.249724, -3.219290], [5.155723, -2.039824, -2.129290], [3.121423, -0.651524, -1.927390], [2.452123, -0.543124, -4.755490], [2.078023, 0.557876, -6.896790], [-0.191577, 1.276576, -7.561590], [-2.098077, 0.805676, -6.055590], [-1.730777, -0.257524, -3.906390], [1.466623, -2.559924, 4.895910], [3.242023, -4.261624, 4.999010], [4.550423, -4.805324, 2.981710], [4.023523, -3.692424, 0.838210], [2.235523, -2.012924, 0.721510], [-1.410177, -1.138824, 4.738010], [-1.390577, 0.111376, 6.826210], [0.522723, 1.557076, 7.410510], [2.441223, 1.725076, 5.859110], [2.407723, 0.497376, 3.729210], [-2.566677, 4.575176, 2.082910], [-1.523977, 2.979976, 2.204310], [0.259123, 3.429876, 2.715210], [-2.420577, 1.859076, 3.461510], [-1.222377, 1.611176, -0.041290], [-0.509477, 3.561276, -1.685590], [-1.373477, 5.211776, -1.249790], [-0.865577, 3.138576, -3.508790], [1.363823, 3.678876, -1.322790], [-3.753177, 1.054476, -0.559090], [-4.063377, 0.591976, -2.392490], [-4.813977, 2.588176, -0.147490], [-4.179577, -0.417524, 0.595910], [-2.611977, 5.042676, 3.060910], [-3.584677, 4.369376, 1.777710], [-2.157577, 5.304276, 1.396910], [0.310623, 3.812576, 3.729010], [0.666323, 4.192676, 2.057010], [0.897923, 2.552476, 2.661910], [-2.369177, 2.280676, 4.460210], [-1.975377, 0.871876, 3.511910], [-3.471977, 1.747576, 3.213310], [-2.437477, 5.081276, -1.089190], [-1.251877, 5.920376, -2.061790], [-0.952077, 5.667476, -0.360690], [-1.923777, 2.969276, -3.680790], [-0.332077, 2.250376, -3.829290], [-0.561777, 3.952676, -4.159590], [1.536823, 4.004776, -0.299690], [1.880623, 4.366576, -1.984390], [1.802323, 2.690976, -1.450090], [-3.660277, 1.347476, -3.061090], [-5.128477, 0.516476, -2.593590], [-3.622777, -0.365624, -2.654890], [-4.409877, 3.481776, -0.611490], [-4.865677, 2.758276, 0.922010], [-5.830077, 2.464176, -0.507590], [-3.503877, -1.254724, 0.427510], [-5.193477, -0.777424, 0.445210], [-4.090877, -0.123824, 1.639010], [2.902523, 0.750076, 0.320210], [3.636723, 0.050476, 0.254010], [2.824423, 0.989876, 1.307810], [3.233223, 1.573776, -0.172690]], "atomic_forces_ev_per_a": [[0.51, -0.96, 0.09], [0.42, 0.61, -0.29], [-0.61, -0.98, 0.64], [0.46, 0.52, 0.15], [-0.17, -0.37, 0.10], [-0.13, 0.18, -0.14], [-0.04, 0.22, 0.02], [-0.07, 0.19, 0.13], [-0.06, -0.34, -0.05], [0.52, 0.41, -0.18], [-0.62, -0.99, -0.60], [0.43, 0.86, 0.41], [0.06, 0.12, 0.26], [0.12, 0.06, -0.01], [-0.04, -0.04, -0.06], [0.03, -0.03, 0.03], [0.12, -0.03, 0.06], [-0.13, 0.14, 0.09], [-0.04, 0.11, 0.13], [-0.03, -0.02, 0.05], [0.08, 0.05, -0.05], [-0.01, 0.04, 0.03], [-0.11, -0.02, -0.03], [0.04, -0.16, -0.04], [0.39, 0.14, 0.02], [0.15, 0.31, -0.07], [-0.05, -0.05, -0.12], [0.02, -0.09, 0.02], [0.06, -0.08, -0.03], [0.10, -0.01, -0.13], [-0.06, 0.23, -0.19], [-0.18, 0.12, -0.13], [0.24, -0.15, -0.04], [-0.04, 0.05, 0.18], [-0.14, 0.04, 0.11], [0.14, 0.02, -0.11], [-0.01, 0.00, 0.07], [-0.14, -0.10, 0.04], [-0.06, -0.03, -0.03], [-0.02, -0.04, 0.12], [-0.02, -0.06, 0.00], [-0.03, -0.02, -0.10], [-0.04, -0.14, -0.13], [-0.06, -0.02, 0.01], [-0.10, -0.06, -0.05], [-0.02, -0.09, -0.10], [0.08, -0.08, 0.00], [0.08, 0.03, 0.04], [-0.02, -0.01, -0.01], [0.06, -0.04, 0.02], [0.10, 0.06, -0.06], [-0.02, -0.02, -0.13], [-0.08, 0.07, -0.04], [-0.12, -0.04, 0.07], [-0.02, 0.02, 0.15], [0.04, -0.02, 0.11], [0.07, -0.08, 0.00], [0.04, -0.02, -0.06], [0.17, -0.15, 0.23], [-0.09, -0.08, -0.06], [-0.08, 0.01, 0.07], [0.00, -0.01, 0.06], [0.04, 0.09, 0.01], [0.10, -0.03, -0.02], [0.42, -0.66, -0.30], [0.00, 0.20, 0.63], [-0.61, -0.33, -0.32], [0.42, 0.22, -0.64], [-1.50, 1.80, -0.16], [0.21, 0.38, -0.28], [0.31, -0.78, -0.03], [0.19, -0.02, 0.83], [-0.71, -0.21, -0.11], [-0.58, -0.42, -0.08], [0.40, 0.18, 0.73], [0.65, -0.55, -0.06], [0.33, 0.62, -0.44], [0.09, -0.02, 0.32], [-0.23, -0.07, -0.07], [0.12, 0.13, -0.15], [-0.13, 0.07, 0.24], [0.01, 0.13, -0.17], [0.07, -0.17, 0.00], [0.10, 0.20, 0.19], [0.06, -0.10, -0.06], [-0.20, 0.04, -0.15], [-0.24, -0.04, 0.03], [0.10, 0.07, -0.28], [0.11, 0.01, 0.18], [-0.22, -0.04, 0.03], [0.10, -0.12, 0.06], [0.11, 0.29, 0.00], [-0.02, 0.03, 0.17], [0.00, 0.16, -0.19], [0.05, -0.12, -0.09], [0.10, 0.12, -0.10], [-0.23, 0.03, 0.15], [0.12, -0.14, 0.01], [0.10, 0.19, -0.10], [0.03, 0.01, 0.23], [-0.17, -0.18, -0.14], [0.12, -0.06, -0.07], [-0.20, 0.04, -0.14], [0.06, 0.09, 0.15], [-0.31, -0.08, 0.02], [-0.06, -0.04, -0.01], [-0.07, -0.06, -0.15], [-0.05, -0.02, -0.06]], "s_squared": 6.067, "energy_ha": -4154.33337, "multiplicity": 5, "mol_weight_g_mol": 882.89, "homo_ha": [-0.401, -0.409], "charge": 1, "orbital_gap_ev": [7.101, 8.435], "e_lumo_ev": [-3.80, -2.69], "largest_force_ev_per_a": 2.35}


Entry 3:
{"formula": "CH2N2O2S2", "method": "the ωB97M-V functional and the def2-TZVPD basis", "symbols": ["C", "N", "N", "O", "O", "S", "S", "H", "H"], "positions_angstrom": [[2.584822, -1.465093, 0.326790], [2.908138, -1.957104, -0.651573], [0.452541, 0.077589, 0.013543], [2.306859, -0.874882, 1.416545], [-0.030950, -1.051699, 2.217734], [1.128843, 1.622130, 2.437478], [0.824560, -0.078898, 1.624080], [-0.039328, -0.710785, -0.377868], [0.044043, 0.961903, -0.236818]], "atomic_forces_ev_per_a": [[0.65, 0.10, 0.65], [0.17, -0.81, -1.59], [-0.16, 0.62, 0.51], [2.77, -1.97, -0.18], [-1.44, -0.11, 0.62], [-0.35, 6.02, 2.61], [-1.45, -3.76, -2.55], [-0.13, -0.31, -0.04], [-0.06, 0.22, -0.02]], "s_squared": 2.006, "energy_ha": -1095.42789, "multiplicity": 3, "mol_weight_g_mol": 138.17, "homo_ha": [-0.222, -0.402], "charge": 0, "orbital_gap_ev": [6.298, 6.708], "e_lumo_ev": [0.24, -4.22], "largest_force_ev_per_a": 6.57}


Entry 4:
{"formula": "C3H6O3", "method": "the ωB97M-V functional and the def2-TZVPD basis", "symbols": ["C", "C", "C", "O", "O", "O", "H", "H", "H", "H", "H", "H"], "positions_angstrom": [[0.936929, 0.238345, 0.208906], [-0.197618, -0.737354, -0.331680], [-1.466091, 0.012384, -0.052482], [-2.261796, -0.430032, 0.705481], [-1.560588, 1.162424, -0.659177], [-2.852846, 1.665949, -0.400819], [0.850021, 0.504214, 1.288616], [1.035801, 1.243224, -0.231988], [1.999519, -0.057813, 0.188006], [-0.088647, -1.685922, 0.340271], [-0.134754, -0.782504, -1.366177], [-2.913428, 1.239333, 0.483748]], "atomic_forces_ev_per_a": [[1.13, 0.92, 0.86], [1.97, 1.30, 3.53], [2.29, -2.62, 0.12], [-2.15, -0.07, 1.55], [0.12, 1.03, -1.33], [0.03, 0.52, 0.51], [-0.62, -0.56, -0.53], [-0.78, -0.43, -0.47], [-0.57, -0.91, -0.45], [-0.75, 1.55, -1.89], [0.56, -0.98, -1.93], [-1.22, 0.26, 0.04]], "energy_ha": -343.51722, "multiplicity": 1, "mol_weight_g_mol": 90.08, "homo_ha": -0.404, "charge": 0, "orbital_gap_ev": 11.880, "e_lumo_ev": 0.90, "largest_force_ev_per_a": 4.24, "smiles": "CCC(=O)OO"}


Entry 5:
{"formula": "C4H6O2S", "method": "the ωB97M-V functional and the def2-TZVPD basis", "symbols": ["C", "C", "C", "C", "S", "O", "O", "H", "H", "H", "H", "H", "H"], "positions_angstrom": [[-2.069259, 0.733854, 0.227117], [-0.648048, 0.399308, -0.184513], [-0.117056, -0.834465, -0.137756], [1.209953, -1.156055, -0.387563], [2.297428, 0.047831, 0.196849], [2.038531, 1.459710, 0.149198], [3.703456, -0.368264, 0.123656], [-2.517228, 1.423322, -0.573029], [-2.010126, 1.093100, 1.258567], [-2.513630, -0.291750, 0.199323], [-0.178871, 1.321201, -0.490137], [-0.842274, -1.669603, 0.145509], [1.647129, -2.158190, -0.527226]], "atomic_forces_ev_per_a": [[0.48, -1.69, -1.49], [-1.07, 0.85, -0.04], [-3.62, -0.40, 0.20], [3.05, 1.73, 0.84], [2.39, -2.82, -1.64], [-0.84, -0.06, 0.32], [-1.44, 0.32, 0.21], [0.37, -0.86, 1.65], [-0.57, 0.39, -0.30], [-0.67, 1.11, 0.29], [0.98, -0.40, -0.13], [1.09, 1.03, -0.35], [-0.17, 0.79, 0.43]], "energy_ha": -704.55140, "multiplicity": 1, "mol_weight_g_mol": 118.16, "homo_ha": [-0.316, -0.316], "charge": 0, "orbital_gap_ev": [7.330, 7.327], "e_lumo_ev": [-1.26, -1.27], "largest_force_ev_per_a": 4.04, "smiles": "C/C=C/C=S(=O)=O"}


Entry 6:
{"formula": "C29H17BrF3ILaN3O3S", "method": "the ωB97M-V functional and the def2-TZVPD basis", "symbols": ["La", "Br", "C", "C", "C", "C", "O", "C", "C", "N", "C", "C", "C", "C", "C", "C", "C", "C", "N", "C", "C", "H", "H", "H", "H", "H", "H", "H", "H", "H", "H", "F", "C", "F", "F", "C", "C", "C", "C", "N", "C", "S", "H", "H", "H", "I", "C", "C", "C", "C", "C", "C", "C", "O", "O", "H", "H", "H", "H"], "positions_angstrom": [[1.234815, 0.420420, -0.142651], [-2.430023, 1.462026, -6.893611], [-1.207421, 1.296414, -5.460483], [-0.056090, 0.524625, -5.618861], [0.853290, 0.397936, -4.595303], [0.639493, 1.028425, -3.351594], [1.489038, 0.924039, -2.381275], [-0.550253, 1.800345, -3.195354], [-0.907367, 2.511212, -1.985817], [-0.374456, 2.379911, -0.823736], [-0.840410, 3.118739, 0.286322], [-2.118641, 3.605347, 0.408753], [-2.510703, 4.354411, 1.535718], [-1.626705, 4.611579, 2.541400], [-0.314155, 4.089578, 2.476991], [0.638385, 4.308567, 3.498479], [1.880640, 3.756232, 3.404609], [2.168036, 2.942965, 2.289782], [1.315965, 2.734704, 1.315671], [0.079145, 3.311212, 1.368588], [-1.444947, 1.936937, -4.270045], [0.122501, 0.027722, -6.563553], [1.753866, -0.187076, -4.722875], [-1.721122, 3.227554, -2.134254], [-2.842763, 3.401885, -0.368062], [-3.525924, 4.723409, 1.589793], [-1.918198, 5.196746, 3.403971], [0.362731, 4.915912, 4.351837], [2.631359, 3.903089, 4.167123], [3.130965, 2.449175, 2.210479], [-2.334383, 2.542597, -4.147778], [5.888176, -3.046831, -0.559666], [4.940508, -3.855150, -0.059741], [4.992985, -3.770247, 1.279310], [5.309856, -5.118269, -0.375699], [3.568943, -3.542587, -0.600252], [2.888458, -4.512612, -1.304852], [1.614824, -4.259421, -1.806488], [1.075537, -3.016157, -1.569093], [1.732203, -2.069118, -0.898096], [2.959751, -2.280165, -0.396825], [3.764065, -0.984776, 0.493626], [3.352054, -5.475913, -1.464666], [1.065976, -5.008822, -2.356522], [0.084311, -2.740556, -1.910406], [-5.078226, -4.596150, 4.200479], [-3.706329, -3.371178, 3.233134], [-2.661342, -2.809866, 3.957126], [-1.747975, -1.994240, 3.312424], [-1.874407, -1.739649, 1.950773], [-2.921648, -2.305227, 1.235895], [-3.839723, -3.122784, 1.874335], [-0.881550, -0.860705, 1.261438], [0.070162, -0.363277, 1.926248], [-1.017494, -0.644161, 0.020582], [-2.564649, -3.011919, 5.014936], [-0.922068, -1.549121, 3.850097], [-3.013244, -2.102519, 0.177855], [-4.655833, -3.565246, 1.319802]], "atomic_forces_ev_per_a": [[0.55, -0.21, 0.01], [-0.06, 0.01, -0.06], [-0.05, 0.12, 0.21], [0.14, -0.10, -0.05], [-0.08, 0.09, -0.06], [-0.27, 0.26, 0.21], [0.10, -0.22, -0.15], [-0.06, 0.04, 0.03], [0.03, 0.03, -0.13], [0.07, -0.10, 0.12], [-0.04, -0.01, -0.10], [0.10, 0.00, 0.04], [0.00, -0.03, -0.05], [-0.01, 0.01, 0.01], [-0.02, 0.00, 0.00], [0.03, 0.00, 0.01], [0.01, -0.08, -0.06], [-0.10, 0.14, 0.08], [-0.01, -0.24, -0.24], [-0.08, 0.13, -0.01], [0.05, -0.09, -0.19], [0.00, 0.00, 0.00], [0.01, -0.01, 0.03], [0.03, 0.05, 0.09], [-0.03, 0.00, 0.01], [0.00, 0.01, 0.02], [0.00, 0.00, 0.01], [-0.01, 0.00, 0.00], [0.00, 0.00, 0.01], [-0.01, -0.01, 0.01], [-0.01, 0.01, -0.01], [-0.05, -0.07, 0.04], [0.04, 0.02, 0.05], [0.02, -0.01, -0.09], [-0.01, 0.08, 0.01], [-0.10, 0.00, -0.05], [-0.01, -0.02, -0.03], [-0.03, 0.04, 0.01], [0.08, -0.04, 0.02], [-0.05, 0.41, 0.27], [0.60, 0.02, 0.27], [-0.54, -0.15, -0.37], [0.00, 0.00, 0.00], [-0.01, -0.01, 0.00], [-0.01, -0.04, -0.03], [-0.09, -0.08, 0.05], [0.20, 0.15, -0.07], [-0.07, -0.06, 0.06], [0.04, 0.03, -0.11], [0.02, 0.02, 0.07], [-0.01, -0.02, 0.00], [-0.10, -0.06, 0.00], [-0.27, -0.11, 0.09], [-0.05, 0.03, 0.11], [0.07, -0.01, -0.11], [0.01, 0.01, 0.00], [0.00, 0.00, 0.02], [0.03, 0.02, -0.01], [0.00, 0.00, -0.01]], "energy_ha": -5106.65199, "multiplicity": 1, "mol_weight_g_mol": 890.25, "homo_ha": -0.291, "charge": 0, "orbital_gap_ev": 6.883, "e_lumo_ev": -1.02, "largest_force_ev_per_a": 0.67}